C30H34IN5OPRh | ωB97M-V with the def2-TZVPD basis set

Each line ends with the Löwdin spin population.
Atoms and positions in Å:
C (1.709, -2.083, 0.807)  0.02
I (0.701, -4.052, -1.131)  0.01
H (2.666, -2.007, 1.320)  0.00
H (2.030, -2.038, -0.246)  0.00
H (1.310, -3.048, 1.187)  0.00
C (-4.045, -0.221, 1.142)  0.01
C (-3.559, -1.020, 2.103)  0.01
N (-2.200, -1.144, 1.862)  0.03
C (-1.790, -0.321, 0.847)  0.06
N (-2.976, 0.149, 0.358)  0.02
H (-5.045, 0.136, 0.973)  0.00
H (-4.033, -1.490, 2.949)  0.00
C (2.218, 1.389, -3.119)  0.01
C (1.245, 0.800, -1.147)  0.08
N (1.059, 0.966, -2.482)  0.03
H (4.187, 1.764, -2.268)  0.00
N (2.555, 1.121, -0.970)  0.03
H (2.238, 1.662, -4.159)  0.00
Rh (-0.018, 0.603, 0.428)  0.98
C (1.040, -0.808, 1.366)  0.01
O (1.354, -0.506, 2.554)  -0.02
C (3.168, 1.459, -2.158)  0.01
C (3.320, 1.068, 0.264)  0.00
H (4.188, 1.714, 0.080)  0.00
H (3.669, 0.039, 0.450)  0.00
H (2.714, 1.424, 1.107)  0.00
C (-0.206, 0.757, -3.155)  0.01
H (0.029, 0.781, -4.218)  0.00
H (-0.894, 1.576, -2.898)  0.00
H (-0.643, -0.211, -2.863)  0.00
C (-3.167, 0.911, -0.844)  0.00
H (-3.725, 0.281, -1.552)  0.00
H (-2.178, 1.135, -1.249)  0.00
H (-3.729, 1.830, -0.622)  0.00
C (-1.407, -2.074, 2.626)  0.00
H (-0.927, -2.815, 1.971)  0.00
H (-2.146, -2.570, 3.256)  0.00
H (-0.674, -1.567, 3.264)  0.00
N (-0.309, 2.174, 1.166)  0.57
P (-1.120, 3.474, 1.732)  0.29
C (-2.081, 3.985, 0.279)  0.18
C (-1.468, 3.977, -0.990)  0.13
C (-2.187, 4.424, -2.108)  0.03
C (-3.506, 4.868, -1.966)  0.18
C (-4.111, 4.830, -0.715)  0.07
C (-3.426, 4.361, 0.397)  0.08
C (-1.881, 2.734, 3.157)  0.23
C (-3.002, 3.360, 3.706)  0.13
C (-3.652, 2.783, 4.779)  0.07
C (-3.176, 1.602, 5.343)  0.24
C (-2.008, 1.010, 4.838)  0.08
C (-1.346, 1.583, 3.751)  0.12
C (0.236, 4.547, 2.102)  0.07
C (0.886, 5.209, 1.046)  0.04
C (1.811, 6.197, 1.415)  0.00
C (2.090, 6.466, 2.762)  0.04
C (1.452, 5.732, 3.768)  0.01
C (0.525, 4.735, 3.465)  0.05
H (-0.437, 3.597, -1.113)  0.01
H (-1.665, 4.459, -3.063)  0.00
H (-4.034, 5.301, -2.806)  0.02
H (-5.114, 5.198, -0.583)  0.00
H (-3.878, 4.264, 1.379)  0.00
H (-3.325, 4.280, 3.246)  0.01
H (-4.503, 3.312, 5.183)  0.00
H (-3.688, 1.182, 6.207)  0.03
H (-1.610, 0.104, 5.312)  0.00
H (-0.424, 1.095, 3.395)  0.01
H (0.596, 4.989, 0.002)  0.00
H (2.252, 6.809, 0.637)  0.00
H (2.733, 7.313, 3.024)  0.00
H (1.628, 5.972, 4.807)  0.00
H (-0.048, 4.160, 4.215)  0.01

## Properties
Strongest force on any atom (eV/A): 3.7
2S+1: 5
LUMO (spin up / spin down) (eV): 4.4258 / 4.3982
HOMO level (spin up / spin down) (eV): 1.75 / -1.57
Charge: -2
⟨S²⟩: 6.041
Kohn-Sham gap (spin up / spin down) (hartree): 0.098 / 0.219

---

C30H34MoN8 | ωB97M-V with the def2-TZVPD basis set

Each line ends with the Löwdin spin population.
Atoms and positions in Å:
Mo (-0.204, -0.424, 0.228)  2.20
C (0.474, -4.183, 2.364)  -0.02
C (0.521, -2.831, 1.728)  -0.11
N (-0.537, -2.198, 1.239)  -0.04
C (-1.896, -2.566, 1.689)  0.00
C (-2.574, -1.245, 2.056)  0.00
N (-2.327, -0.420, 0.852)  0.02
C (-2.894, 0.926, 0.641)  0.03
C (-2.656, 1.244, -0.855)  0.01
N (-1.548, 0.381, -1.415)  0.02
C (-0.720, 1.022, -2.463)  0.00
C (0.262, 1.998, -1.845)  0.01
N (1.017, 1.453, -0.668)  0.03
C (1.776, 2.584, 0.126)  0.01
C (1.786, 3.956, -0.531)  0.00
C (2.301, 0.260, 2.033)  -0.03
C (3.542, -0.099, 2.492)  -0.01
C (3.920, -1.456, 2.491)  -0.06
C (2.973, -2.404, 2.199)  -0.01
C (1.691, -2.007, 1.786)  -0.07
N (1.409, -0.668, 1.567)  -0.07
H (-0.311, -4.805, 1.940)  0.00
H (0.312, -4.107, 3.442)  -0.01
H (1.418, -4.708, 2.224)  0.00
H (-1.875, -3.241, 2.540)  0.00
H (-2.453, -3.062, 0.887)  0.00
H (-2.094, -0.787, 2.920)  0.00
H (-3.639, -1.376, 2.256)  0.00
H (-2.736, -0.993, 0.111)  0.00
H (-2.379, 1.630, 1.295)  0.01
H (-3.958, 0.967, 0.876)  0.00
H (-2.393, 2.292, -0.982)  0.00
H (-3.562, 1.077, -1.436)  0.00
H (-1.992, -0.411, -1.875)  0.01
H (-1.329, 1.575, -3.183)  0.00
H (-0.210, 0.234, -3.015)  0.00
H (-0.298, 2.840, -1.440)  0.00
H (0.937, 2.381, -2.611)  0.00
H (0.812, 4.436, -0.596)  0.00
H (2.193, 3.882, -1.537)  0.00
H (2.460, 4.607, 0.029)  0.00
H (4.205, 0.649, 2.909)  0.00
H (4.909, -1.748, 2.817)  0.00
H (3.202, -3.455, 2.318)  0.00
C (0.547, 3.919, 3.375)  0.00
C (0.894, 2.914, 4.267)  0.00
C (1.464, 1.751, 3.765)  0.00
C (1.722, 1.588, 2.417)  0.00
N (1.414, 2.615, 1.560)  0.01
C (0.821, 3.745, 2.046)  0.00
C (3.040, 1.838, -0.253)  0.00
C (4.402, 1.862, -0.232)  0.00
C (5.019, 0.856, -0.986)  0.00
C (4.267, -0.113, -1.648)  0.00
C (2.875, -0.098, -1.634)  0.00
N (2.348, 0.945, -0.974)  0.01
C (2.027, -1.171, -2.184)  0.01
C (2.386, -1.811, -3.357)  0.00
C (1.637, -2.897, -3.792)  0.01
C (0.572, -3.313, -3.013)  0.00
C (0.275, -2.615, -1.851)  0.01
N (0.964, -1.539, -1.433)  0.02
H (0.088, 4.843, 3.701)  0.00
H (0.720, 3.029, 5.330)  0.00
H (1.721, 0.940, 4.433)  0.00
H (0.593, 4.524, 1.340)  0.00
H (4.972, 2.599, 0.318)  0.00
H (6.100, 0.809, -1.033)  0.00
H (4.766, -0.926, -2.158)  0.00
H (3.236, -1.460, -3.928)  0.00
H (1.892, -3.412, -4.710)  0.00
H (-0.025, -4.171, -3.291)  0.00
H (-0.542, -2.941, -1.220)  0.00

## Properties
Strongest force on any atom (eV/A): 0.7
2S+1: 3
LUMO (spin up / spin down) (eV): -12.1893 / -12.2773
HOMO level (spin up / spin down) (eV): -18.91 / -17.47
Charge: +4
⟨S²⟩: 2.404
Kohn-Sham gap (spin up / spin down) (hartree): 0.247 / 0.191